Record 1
Molecular formula: C3H12O4
Method: DFT, ωB97M-V/def2-TZVPD

Each line ends with the Mulliken charge.
Geometry (Å):
O 1.279918 -2.399949 0.724140  -0.713
O 0.783594 -0.491662 -1.961568  -0.610
O -0.725136 -2.960437 -1.382963  -0.689
O 1.301572 0.512337 1.638222  -0.573
C 0.160060 0.979320 1.015991  -0.091
C -1.341227 2.559288 -0.043817  -1.040
C 0.080125 2.162832 0.262717  -0.197
H 1.048604 2.689728 -0.106662  0.292
H -1.328705 2.684101 -1.107187  0.319
H 0.524006 -1.430356 -1.761991  0.342
H -1.571883 3.445829 0.475610  0.354
H 1.513843 1.082413 2.385707  0.297
H 1.253085 -1.374461 0.764812  0.345
H -1.161989 -3.813172 -1.567407  0.304
H -2.086095 1.759535 0.180550  0.277
H -0.630148 0.268981 1.137642  0.373
H 0.036333 0.068298 -1.850426  0.297
H 1.110985 -2.614678 1.690960  0.333
H -0.246940 -3.127946 -0.494329  0.378

Atoms 1-6, force components in eV/Å:
O -0.70 1.96 2.02
O 1.16 -1.73 0.09
O 0.64 -1.13 2.02
O 0.36 -0.17 -0.14
C 1.03 3.44 -1.66
C 0.91 -1.43 -1.06

Results
**Frontier orbital gap**: 9.6 eV
**HOMO level**: -0.333 hartree
**SMILES**: C/C=C/O.O.O.O
**E_LUMO**: 0.58 eV
**Spin multiplicity**: 1
**E**: -422.4000 a.u.
**Energy relative to the best compared isomer or geometry (same formula, charge and spin)**: 38.6 kcal per mole


Record 2
Molecular formula: C46H31Cl5NOP2STeTi
Method: DFT, ωB97M-V/def2-TZVPD

Each line ends with the Mulliken charge.
Geometry (Å):
Te 1.660781 1.472759 3.199281  0.471
Ti -1.177694 0.406395 -0.031617  -0.996
Cl -6.181031 -1.718265 -1.326604  -0.204
Cl -7.772238 0.759022 -0.254696  -0.183
Cl -3.140021 2.955943 1.464335  -0.171
Cl -3.063489 -1.807751 -0.980491  -0.145
Cl -6.248904 3.081513 1.171001  -0.201
S -0.016332 0.453547 -9.202052  -0.234
P -0.854259 -0.439378 2.340309  1.771
P 1.351922 -0.109067 0.367704  1.669
O -0.252007 3.030276 -8.574954  -0.516
N 3.663125 -1.281691 6.716920  -0.650
C -0.710583 -1.382097 6.290376  -0.636
C -0.102400 3.650110 -0.504489  -0.979
C 2.531515 0.307273 4.711050  0.295
C 3.089896 -0.111168 6.992425  -0.364
C 0.009061 2.234957 -9.430601  0.722
C -5.380306 1.736449 0.539582  -0.237
C -6.062828 0.693542 -0.088608  0.542
C -1.165487 -0.440538 4.126038  0.234
C -1.564642 0.681683 -6.943376  -0.348
C 0.411035 2.621018 -10.835541  -1.057
C -0.324056 0.337014 -7.467668  0.045
C -0.624550 -4.423141 1.210033  -0.520
C -1.608282 -0.485635 6.863143  -0.603
C 3.518951 -1.791885 0.156597  -0.372
C -2.467451 -2.674917 2.307905  -0.731
C 1.184882 1.588048 -0.331633  0.666
C 3.138371 -0.901395 4.401757  -0.163
C -5.359358 -0.407278 -0.573249  -0.231
C -1.897643 -4.871642 1.524046  -0.569
C -3.977760 -0.425903 -0.429337  0.958
C 4.107591 0.531403 0.341770  -0.173
C 4.860688 -2.140669 0.182596  -0.796
C 0.232048 2.474057 0.178509  -0.044
C -1.068625 0.376908 -2.080223  -0.186
C -0.751318 0.263975 -4.711480  0.294
C 1.784368 1.898131 -1.563448  -0.894
C -0.490812 -1.362624 4.923725  -0.616
C 0.479129 -0.124654 -5.246931  -0.620
C 2.512583 0.714375 6.036401  -0.447
C 5.829655 -1.150983 0.289337  -0.506
C -0.941476 0.307765 -3.289622  0.435
C -1.185230 -2.217002 1.996118  0.656
C 3.679747 -1.651882 5.434242  -0.453
C 0.692373 -0.081017 -6.614307  -0.411
C 3.131499 -0.455347 0.238018  0.386
C 0.904672 -0.132988 2.057625  -1.198
C -2.062984 0.451653 4.697116  -0.070
C -3.259500 0.606694 0.147128  -1.463
C -1.776638 0.648455 -5.576740  -0.574
C 0.514788 3.945174 -1.697577  -0.693
C -3.993622 1.665697 0.642771  1.049
C 5.451420 0.182060 0.368735  -0.766
C -2.285640 0.427806 6.069715  -0.652
C -2.821853 -3.992473 2.081651  -0.606
C 1.468328 3.065307 -2.221177  -0.677
C -0.267468 -3.099089 1.449999  -0.203
H 1.264498 -0.454000 -4.579199  0.500
H 0.266347 1.806736 -11.544211  0.360
H -0.177818 -2.091560 6.910840  0.438
H -3.816396 -4.335966 2.336241  0.429
H 1.651253 -0.367672 -7.026397  0.427
H -2.582400 1.169165 4.072013  0.386
H 0.260445 4.850934 -2.231295  0.419
H 6.203329 0.954955 0.462277  0.412
H 5.149054 -3.181727 0.118147  0.437
H 0.735279 -2.759718 1.221314  0.177
H 0.100104 -5.105119 0.782966  0.441
H 2.765154 -2.566272 0.073488  0.321
H 2.037397 1.639632 6.337771  0.370
H -2.739003 0.923708 -5.166510  0.483
H 3.821671 1.573440 0.409081  0.403
H -2.986261 1.122314 6.514831  0.437
H -0.844036 4.317233 -0.085846  0.440
H 3.075154 0.179877 8.037579  0.376
H 1.945416 3.293566 -3.166058  0.431
H -3.195707 -1.990785 2.732616  0.365
H 3.168559 -1.264411 3.380772  0.444
H 2.496079 1.207867 -1.999777  0.487
H 4.156142 -2.602409 5.217606  0.382
H -0.189687 2.309085 1.175826  0.041
H -2.361434 0.983000 -7.610376  0.418
H -2.173049 -5.901501 1.336425  0.387
H 0.207069 -2.056910 4.471256  0.381
H 1.470051 2.883097 -10.821691  0.275
H 6.878246 -1.418601 0.305864  0.402
H -1.778385 -0.502765 7.932214  0.395
H -0.159022 3.496268 -11.139332  0.306

Atoms 1-6, force components in eV/Å:
Te 0.02 0.04 0.06
Ti 0.32 0.02 0.06
Cl 0.00 0.05 0.03
Cl 0.01 0.00 0.01
Cl 0.02 -0.16 -0.10
Cl 0.05 0.11 0.10

Results
**Frontier orbital gap (alpha / beta)**: 6.6 / 6.8 eV
**HOMO level (alpha / beta)**: -0.272 / -0.273 hartree
**E_LUMO (alpha / beta)**: -0.82 / -0.59 eV
**Spin multiplicity**: 2
**E**: -6400.7318 a.u.
**Energy relative to the best compared isomer or geometry (same formula, charge and spin)**: 14.2 kcal per mole


Record 3
Molecular formula: AgH12O6
Method: DFT, ωB97M-V/def2-TZVPD

Each line ends with the Mulliken charge.
Geometry (Å):
Ag 6.927241 -11.430812 -0.063936  0.653
O 8.303554 -10.187016 -0.924009  -0.373
O 8.022921 -11.293085 1.463706  -0.391
O 5.591636 -12.602922 0.910421  -0.471
O 8.024086 -12.769982 -0.644758  -0.463
O 6.002663 -9.986811 0.401098  -0.456
O 5.949863 -11.696769 -1.666729  -0.400
H 4.748232 -12.187847 0.616448  0.375
H 5.108716 -12.058648 -2.055297  0.300
H 8.052990 -9.298973 -1.059711  0.317
H 8.514053 -10.491807 1.733374  0.320
H 8.910304 -12.911696 -0.239250  0.364
H 8.841972 -10.386454 -1.720090  0.340
H 7.730327 -13.472442 -1.200790  0.330
H 6.283451 -11.297010 -2.493672  0.313
H 5.940907 -9.622257 1.276614  0.315
H 5.518838 -12.978974 1.780398  0.316
H 5.569870 -9.468953 -0.242798  0.315
H 8.411542 -12.004112 1.944480  0.297

Atoms 1-6, force components in eV/Å:
Ag 0.60 -2.18 -0.59
O 3.62 1.13 -2.84
O 3.76 1.93 5.16
O -3.37 -1.69 0.80
O 5.14 -4.13 -1.00
O -3.81 5.87 2.69

Results
**Frontier orbital gap (alpha / beta)**: 9.5 / 8.8 eV
**HOMO level (alpha / beta)**: -0.619 / -0.616 hartree
**Charge**: +2
**E_LUMO (alpha / beta)**: -7.32 / -8.00 eV
**Spin multiplicity**: 2
**E**: -604.7128 a.u.
**Energy relative to the best compared isomer or geometry (same formula, charge and spin)**: 43.7 kcal per mole